No. 1
Here is a cluster of 2 separate species, C2H7O4P in total in a non-equilibrium geometry from OMol25. Energies are from ωB97M-V/def2-TZVPD.

The energy relative to the best compared isomer or geometry (same formula, charge and spin) comes out at 54.89 kcal/mol. For the HOMO-LUMO gap, the calculation gives 0.3265 Eh. For the total energy, the calculation gives -722.730113 hartree. As for the SMILES: CP(O)(O)=C=O.O.

Atoms and positions in Å:
C (0.789, 1.159, 1.408)
P (0.404, 0.001, 0.009)
O (-0.718, 0.948, -0.662)
O (-0.546, -1.088, 0.806)
C (1.935, 0.404, -1.618)
O (2.744, -0.385, -1.811)
H (1.326, 0.621, 2.182)
H (-0.141, 1.564, 1.802)
H (1.411, 1.966, 1.034)
H (-0.751, 0.821, -1.610)
H (-1.178, -0.684, 1.406)
O (-0.368, -1.472, -2.157)
H (-0.753, -2.048, -1.493)
H (0.464, -1.871, -2.416)

***

No. 2
Here is a cluster of 2 separate species, C2H7OP in total in a non-equilibrium geometry from OMol25. Energies are from ωB97M-V/def2-TZVPD.

The energy relative to the best compared isomer or geometry (same formula, charge and spin) comes out at 106.07 kcal/mol. For the HOMO-LUMO gap (spin up / spin down), the calculation gives 0.3624 / 0.2460 Eh. For the total energy, the calculation gives -496.816316 hartree.

Atoms and positions in Å:
C (0.905, -0.787, -0.360)
C (-0.143, 0.198, 0.030)
O (0.128, 1.501, 0.007)
P (-1.868, -0.249, 0.202)
H (0.611, -1.783, -0.039)
H (1.026, -0.785, -1.450)
H (1.869, -0.539, 0.085)
H (0.349, -0.117, 2.387)
H (1.073, 1.678, 0.128)
H (-2.202, -0.081, -1.162)
H (-2.279, 1.053, 0.488)